{
  "formula": "C5H12O",
  "method": "ωB97M-V/def2-TZVPD",
  "orbital_gap_ev": [8.360, 8.213],
  "homo_energy_ev": [-7.52, -7.45],
  "multiplicity": 1,
  "e_tot_ha": -272.79365,
  "relative_energy_kj_mol": 407.0,
  "e_lumo_ev": [0.84, 0.76],
  "max_force_ev_per_a": 0.89,
  "species": ["C", "C", "C", "C", "O", "C", "H", "H", "H", "H", "H", "H", "H", "H", "H", "H", "H", "H"],
  "positions_angstrom": [[-2.582, 0.324, -0.453], [-1.068, 0.337, -0.625], [-0.351, 0.421, 0.715], [1.678, -1.593, 0.474], [2.485, -0.597, 0.626], [2.605, 0.440, -0.161], [-2.901, -0.560, 0.112], [-3.104, 0.321, -1.415], [-2.905, 1.209, 0.108], [-0.764, 1.192, -1.243], [-0.754, -0.562, -1.178], [-0.678, 1.296, 1.283], [-0.553, -0.462, 1.329], [1.604, -2.280, 1.302], [1.076, -1.652, -0.427], [3.322, 1.181, 0.151], [0.724, 0.592, 0.554], [2.166, 0.394, -1.153]]
}